20
Properties=species:S:1:pos:R:3 method="wB97M-V/def2-TZVPD" charge=0 lumo_ev="-1.01 / -0.24" mol_weight_g_mol=151.17 largest_force_ev_per_a=5.00 relative_energy_kcal_mol=137.1 homo_lumo_gap_ev="6.8567 / 7.8391" homo_ev="-7.87 / -8.08" e_tot_ev=-13916.641
C -1.12174 -2.25462 0.23126
C -3.76662 1.39241 0.19464
C -2.42046 1.30644 0.19741
C -3.29435 -0.68457 -0.01995
C 2.34048 0.27052 0.79103
C 1.32693 -0.72055 0.48090
C -0.98515 -0.87835 -0.03398
N -1.02869 -3.40443 0.30740
N -4.34637 0.15030 0.02832
N -2.14296 -0.01781 0.00351
O 0.17966 -0.26769 0.24109
H -4.32588 2.28312 0.24270
H -1.65700 2.05538 0.28670
H -3.33100 -1.66375 -0.25706
H 2.51951 1.04994 -0.01032
H 2.17779 0.65808 1.75172
H 3.18782 -0.37257 0.92009
H 1.55463 -1.71530 0.66540
H 0.57056 -0.44681 -2.85064
H -0.18753 -0.73541 -2.31140